{
  "formula": "C10H11NOS",
  "method": "ωB97M-V/def2-TZVPD",
  "species": ["C", "C", "C", "C", "S", "N", "O", "H", "H", "H", "H", "H", "C", "C", "C", "C", "C", "C", "H", "H", "H", "H", "H", "H"],
  "xyz": [[-3.660745, -1.860874, 0.036754], [-3.127512, -0.491964, -0.159010], [-2.516930, 0.383935, 0.690933], [-2.258919, 1.516629, -0.127366], [-1.480061, 3.003234, 0.334071], [-2.680182, 1.312408, -1.349620], [-3.222067, 0.069947, -1.375134], [-3.338665, -2.503614, -0.780209], [-4.748997, -1.850272, 0.042454], [-3.307338, -2.263657, 0.981477], [-2.283415, 0.261005, 1.727078], [-1.157000, 2.576069, 1.558059], [3.593672, -0.022641, 0.041249], [3.507499, 1.358166, -0.026782], [2.436607, 1.954779, -0.670344], [1.459159, 1.168901, -1.256496], [1.541216, -0.210971, -1.185463], [2.607775, -0.806529, -0.533903], [4.430310, -0.487998, 0.541259], [4.277247, 1.968630, 0.421583], [2.362528, 3.031404, -0.719652], [0.623895, 1.633128, -1.760439], [0.774461, -0.820496, -1.641238], [2.672843, -1.884068, -0.474802]],
  "forces_ev_per_angstrom": [[0.0, 0.1, -0.2], [0.4, 0.5, 0.6], [-0.3, -0.3, -0.6], [-0.2, -0.7, -0.2], [0.0, 0.4, -0.1], [0.6, 1.3, 0.0], [-0.4, -0.9, 0.2], [0.0, -0.1, 0.0], [-0.1, 0.0, 0.0], [0.0, 0.0, 0.0], [0.0, -0.1, 0.2], [0.0, 0.0, 0.0], [0.1, 0.0, 0.0], [0.1, 0.0, 0.0], [0.0, 0.1, 0.0], [-0.2, 0.1, 0.0], [-0.1, 0.0, 0.0], [0.0, -0.1, 0.0], [0.1, 0.0, 0.1], [0.1, 0.1, 0.0], [0.0, 0.1, 0.0], [-0.1, 0.0, 0.0], [-0.1, 0.0, 0.0], [0.0, -0.1, 0.0]],
  "mulliken_charge": [-1.130, 0.260, -0.173, 0.441, -0.200, -0.481, -0.121, 0.313, 0.281, 0.323, 0.348, 0.136, -0.367, -0.355, -0.452, -0.337, -0.399, -0.396, 0.358, 0.362, 0.376, 0.438, 0.413, 0.360],
  "charge": 0,
  "de_lowest_ev": 1.822,
  "smiles": "Cc1cc(S)no1.c1ccccc1",
  "homo_lumo_gap_ev": 9.75,
  "total_energy_ev": -24919.7503
}

=====

{
  "formula": "C10H11NOS",
  "method": "ωB97M-V/def2-TZVPD",
  "species": ["O", "S", "C", "C", "C", "C", "C", "C", "H", "H", "H", "H", "H", "H", "C", "C", "C", "C", "N", "H", "H", "H", "H", "H"],
  "xyz": [[0.006138, 2.413317, 3.383635], [1.592384, 1.871850, 2.960852], [1.366706, 1.544790, 1.300206], [0.164084, 2.020845, 0.625236], [0.039015, 1.673648, -0.753657], [0.919175, 0.812126, -1.386001], [2.005021, 0.374721, -0.656477], [2.240032, 0.796672, 0.639128], [-0.143819, 1.690683, 3.984233], [-0.486731, 2.729885, 1.125726], [-0.935883, 2.023533, -1.340794], [0.942387, 0.381212, -2.438885], [2.676550, -0.240959, -1.057433], [3.177603, 0.422976, 1.086401], [0.197535, -1.920765, 0.196497], [-0.838501, -1.177473, 0.463791], [-2.050513, -1.012488, -0.408212], [-1.005035, -0.570060, 1.732887], [-1.039448, -0.170727, 2.827671], [0.291197, -2.076321, -0.897593], [1.055585, -1.833959, 0.873981], [-1.975174, -0.001949, -0.696338], [-2.918426, -1.240548, 0.260196], [-1.940111, -1.723417, -1.334668]],
  "forces_ev_per_angstrom": [[2.3, 0.0, -0.4], [-0.7, 1.2, 1.1], [-4.1, 2.0, -0.3], [2.1, -0.7, -1.5], [-3.0, 1.2, 0.0], [1.2, -1.0, -1.0], [-2.0, 2.6, 1.3], [2.6, -2.0, -1.0], [-1.2, -0.5, 0.5], [-0.1, -0.4, -0.2], [2.3, -0.5, 1.4], [-0.9, 1.1, 1.3], [2.6, -2.4, -1.8], [-0.6, 0.3, 0.1], [1.9, 0.9, -1.2], [-2.2, -0.3, 0.3], [0.6, -2.5, -0.5], [0.6, 0.6, 3.2], [-0.3, -0.7, -1.8], [0.3, -0.9, 1.0], [-0.2, -0.7, -0.5], [-0.8, 1.3, -0.7], [0.3, 0.3, -1.1], [-0.6, 1.4, 1.8]],
  "mulliken_charge": [-0.469, -0.010, 0.806, -0.647, -0.539, -0.238, -0.638, -0.632, 0.346, 0.460, 0.319, 0.310, 0.596, 0.318, -0.755, 0.623, -1.012, 0.099, -0.526, 0.345, 0.402, 0.217, 0.337, 0.287],
  "charge": 0,
  "de_lowest_ev": 3.524,
  "smiles": "OSc1ccccc1.C=C(C)C#N",
  "homo_lumo_gap_ev": 8.79,
  "total_energy_ev": -24918.0487
}

=====

{
  "formula": "C10H11P",
  "method": "ωB97M-V/def2-TZVPD",
  "species": ["C", "C", "C", "C", "C", "C", "C", "C", "C", "C", "P", "H", "H", "H", "H", "H", "H", "H", "H", "H", "H", "H"],
  "xyz": [[-3.907390, -0.419436, 0.132983], [-3.052423, -1.513448, 0.023285], [-3.361029, 0.857218, 0.018661], [-1.719432, -1.431409, -0.071122], [-1.953369, 0.936404, -0.000557], [-1.119036, -0.156005, 0.068426], [3.765089, 1.306810, 0.041257], [1.271523, -0.717984, 0.010242], [0.287935, 0.239756, -0.160425], [3.289506, -1.403530, 0.035055], [4.549819, -0.346050, 0.001536], [-5.029571, -0.702769, 0.131022], [-3.434792, -2.551854, -0.115087], [-3.787246, 1.814250, -0.159173], [-1.021787, -2.180304, -0.352600], [-1.399095, 1.926896, -0.166538], [3.352642, 1.681980, -1.005397], [3.024795, 1.461704, 0.886485], [4.398261, 2.213946, 0.156605], [1.051148, -1.723510, 0.441891], [0.628242, 1.261884, -0.566742], [3.147402, -2.483000, -0.218089]],
  "forces_ev_per_angstrom": [[-2.1, -0.2, -0.5], [-1.6, -2.3, -0.2], [1.7, -0.8, 0.1], [2.7, 2.3, 0.4], [0.0, 1.7, 0.1], [-0.3, 1.1, -1.5], [-1.4, 2.7, -1.0], [1.2, -1.7, 1.0], [4.2, -1.8, -0.3], [-3.6, 1.8, -1.3], [0.3, -0.2, 0.1], [1.9, 1.1, 0.1], [-0.2, 1.0, 0.3], [-1.3, 0.2, 0.2], [-0.1, -1.2, 0.1], [-1.4, -1.3, 0.4], [0.1, -1.5, 2.0], [0.4, -0.6, -1.3], [0.7, -1.1, 0.4], [-0.7, 1.1, -0.5], [-1.1, -1.6, 0.8], [0.4, 1.1, 0.6]],
  "mulliken_charge": [-0.404, -0.299, -0.434, -0.496, -0.312, 0.792, -0.910, -0.787, 0.048, -0.123, -0.133, 0.245, 0.282, 0.395, 0.350, 0.160, 0.258, 0.309, 0.362, 0.189, 0.178, 0.331],
  "charge": 0,
  "de_lowest_ev": 5.386,
  "homo_lumo_gap_ev": 8.53,
  "total_energy_ev": -19831.0591
}

=====

{
  "formula": "C10H11PS",
  "method": "ωB97M-V/def2-TZVPD",
  "species": ["C", "C", "C", "C", "C", "C", "C", "C", "C", "C", "P", "S", "H", "H", "H", "H", "H", "H", "H", "H", "H", "H", "H"],
  "xyz": [[-1.658976, -0.964276, 3.090582], [-1.825198, 0.297122, 2.450690], [-1.098925, -1.987085, 2.328528], [-1.387200, 0.513510, 1.146354], [-0.444933, -1.755833, 1.128103], [-0.690896, -0.503601, 0.470229], [1.075261, 1.614255, -2.575061], [1.901848, 0.587308, -2.571106], [-0.091277, 1.536746, -1.669999], [1.481541, -0.587824, -1.704714], [-0.307102, -0.263904, -1.275383], [-2.263089, -1.505889, -2.207924], [-2.017866, -1.182082, 4.122909], [-2.318579, 1.081045, 2.910647], [-1.047744, -2.951332, 2.815262], [-1.606233, 1.412226, 0.684374], [0.180421, -2.602494, 0.768894], [1.356498, 2.490717, -3.199227], [2.874958, 0.522398, -3.106955], [0.084611, 1.934886, -0.776724], [-1.151700, 1.833546, -1.963808], [1.344912, -1.587180, -2.289485], [1.863572, -0.769774, -0.783524]],
  "forces_ev_per_angstrom": [[-0.8, 1.0, -0.8], [0.9, -2.2, -0.3], [0.8, 0.2, 1.2], [0.4, -2.7, 1.2], [-0.7, 0.4, -0.6], [1.0, -0.5, 0.5], [0.7, 1.1, -1.2], [1.0, -1.4, 0.6], [-3.4, -1.9, -2.5], [-2.9, -1.8, -3.4], [0.8, 0.4, -0.9], [-0.5, -0.3, -0.2], [0.2, 0.4, -1.0], [-0.9, 1.4, 1.1], [0.2, -0.2, -0.2], [-0.3, 1.7, -0.9], [-0.6, 1.0, -0.4], [-0.7, -0.5, 0.6], [-1.0, 0.2, 0.3], [0.9, 2.3, 3.7], [1.6, 0.3, -0.3], [1.0, 1.6, 0.9], [2.3, -0.4, 2.5]],
  "mulliken_charge": [-0.421, -0.513, -0.527, -0.514, -0.325, 0.492, -0.417, -0.339, -0.630, -0.683, 0.192, -0.282, 0.321, 0.425, 0.336, 0.435, 0.275, 0.347, 0.345, 0.437, 0.356, 0.256, 0.432],
  "charge": 0,
  "de_lowest_ev": 0.000,
  "spin_multiplicity": 3,
  "homo_lumo_gap_ev": [6.64, 6.96],
  "total_energy_ev": -30668.0837,
  "s2": 2.007
}

=====

{
  "formula": "C10H11PS",
  "method": "ωB97M-V/def2-TZVPD",
  "species": ["C", "C", "C", "C", "C", "C", "C", "C", "C", "C", "P", "S", "H", "H", "H", "H", "H", "H", "H", "H", "H", "H", "H"],
  "xyz": [[0.323028, 0.159477, -0.793671], [-0.963066, -0.438003, 1.152619], [0.877502, -1.131492, -0.926823], [-0.270293, -1.677864, 1.144452], [-0.585963, 0.451130, 0.187691], [0.553726, -1.978445, 0.050874], [-1.668654, 3.273289, -1.312678], [-0.627786, 3.692553, -0.591166], [-1.664232, 3.023674, 0.077950], [3.001216, -3.305239, -0.227943], [-2.929477, 3.025087, 1.362372], [1.319261, -3.634167, 0.237923], [0.663253, 1.067891, -1.451882], [-1.821941, -0.346237, 1.914435], [1.486607, -1.425117, -1.761294], [-0.091350, -2.461701, 2.006112], [-2.106703, 3.190576, -2.393851], [0.410589, 3.974971, -0.498881], [3.146280, -3.004911, -1.383447], [3.560442, -4.311556, -0.100256], [3.487816, -2.449723, 0.418990], [-2.285205, 2.115870, 2.303368], [-3.815052, 2.189936, 0.585105]],
  "forces_ev_per_angstrom": [[1.0, 2.5, -1.7], [-1.3, -1.7, 1.9], [-0.6, 2.3, -1.1], [0.8, -0.6, 0.8], [0.4, -1.1, -0.1], [0.4, -3.0, 2.7], [0.6, 0.8, -2.5], [0.8, 0.4, -1.3], [-2.6, -1.1, 1.8], [2.4, 0.7, -1.4], [0.4, 0.3, -0.2], [-0.6, 0.7, -0.5], [-0.6, -2.1, 0.9], [1.7, 0.4, -1.2], [0.3, 0.2, -0.2], [-1.4, 1.9, -1.5], [0.9, 0.1, 2.5], [-0.2, 0.2, -0.2], [-0.4, -0.7, 2.6], [-0.8, 1.8, -0.1], [-0.9, -1.8, -1.2], [-0.5, 0.1, -0.7], [0.5, -0.1, 0.7]],
  "mulliken_charge": [-0.161, -0.416, -0.721, -0.441, 0.243, 0.482, -0.125, -0.317, -0.111, -0.739, -0.085, -0.077, 0.180, 0.243, 0.367, 0.228, 0.288, 0.355, 0.227, 0.290, 0.273, -0.009, 0.026],
  "charge": 0,
  "de_lowest_ev": 5.033,
  "spin_multiplicity": 3,
  "homo_lumo_gap_ev": [6.18, 7.68],
  "total_energy_ev": -30663.0508,
  "s2": 2.016
}

=====

{
  "formula": "C10H12AsCdN7S4",
  "method": "ωB97M-V/def2-TZVPD",
  "species": ["Cd", "S", "As", "S", "S", "S", "C", "N", "C", "N", "C", "N", "C", "N", "C", "C", "H", "H", "H", "H", "H", "H", "H", "H", "H", "H", "H", "H", "N", "C", "C", "C", "N", "C", "N"],
  "xyz": [[-1.576314, 0.528827, 0.620642], [1.239111, 3.167654, 3.189644], [-0.802643, 2.748627, 2.719761], [-1.180372, 0.514738, 3.036419], [-1.014945, 2.912707, 0.453524], [-2.335178, 3.842790, 3.662731], [1.583408, 0.058832, 1.022776], [2.991664, -0.191634, 0.701569], [3.140744, -1.576686, 0.282110], [2.320270, -1.903931, -0.894870], [0.922144, -1.622008, -0.554584], [0.717208, -0.226769, -0.154642], [1.151386, 0.650394, -1.259094], [2.555822, 0.421477, -1.609786], [3.365668, 0.679620, -0.409475], [2.713856, -0.985635, -1.970989], [1.451274, 1.098194, 1.331802], [1.266728, -0.570920, 1.852302], [2.846428, -2.230795, 1.105870], [4.189155, -1.769723, 0.036002], [0.613455, -2.270500, 0.268005], [0.299725, -1.837288, -1.427405], [0.993579, 1.682714, -0.946302], [0.530300, 0.445146, -2.135797], [3.224802, 1.716129, -0.101107], [4.418324, 0.514682, -0.657792], [3.762332, -1.172699, -2.219464], [2.103515, -1.196063, -2.853434], [-3.372283, -0.434537, -0.412549], [-4.531217, -0.389142, -0.365658], [-5.923480, -0.429727, -0.383506], [-6.645459, 0.390410, -1.285185], [-7.241705, 1.036370, -2.034750], [-6.607755, -1.398900, 0.391008], [-7.169536, -2.202348, 1.002210]],
  "forces_ev_per_angstrom": [[-0.1, 0.1, 0.1], [-0.2, -0.1, 0.0], [0.2, -0.1, -0.1], [0.0, 0.1, 0.0], [-0.1, 0.0, 0.1], [0.1, 0.0, 0.0], [0.1, 0.0, 0.0], [0.0, 0.0, 0.0], [0.0, 0.0, 0.0], [0.0, 0.1, 0.0], [0.0, 0.0, 0.0], [-0.1, 0.0, 0.0], [0.0, 0.0, 0.0], [0.0, 0.0, 0.0], [0.0, 0.0, 0.0], [0.0, 0.0, 0.0], [0.0, 0.0, 0.0], [0.0, 0.0, 0.0], [0.0, 0.0, 0.0], [0.0, 0.0, 0.0], [0.0, 0.0, 0.0], [0.0, 0.0, 0.0], [0.0, 0.0, 0.0], [0.0, 0.0, 0.0], [0.0, 0.0, 0.0], [0.0, 0.0, 0.0], [0.0, 0.0, 0.0], [0.0, 0.0, 0.0], [0.3, 0.2, 0.2], [-0.2, -0.3, -0.2], [0.0, 0.0, 0.0], [0.1, -0.1, 0.0], [0.0, 0.0, 0.0], [0.1, 0.1, -0.1], [0.0, 0.0, 0.0]],
  "mulliken_charge": [0.872, -0.660, 0.393, -0.689, -0.682, -0.599, -0.344, 0.120, -0.679, -0.021, -0.831, 0.712, -0.714, -0.007, -0.732, -0.749, -0.202, 0.294, 0.357, 0.327, 0.304, 0.313, 0.273, 0.275, 0.366, 0.335, 0.338, 0.363, -0.639, 0.691, -0.186, 0.203, -0.503, 0.203, -0.503],
  "charge": -2,
  "de_lowest_ev": 0.000,
  "homo_lumo_gap_ev": 5.82,
  "total_energy_ev": -129742.8690
}

=====

The evaluated max |F| for the records listed, in turn: 1.39, 4.52, 4.56, 4.77, 4.03, 0.38 eV Å⁻¹.